P:
2 unconnected molecules or ions with the total composition C2H11N4. Source: OMol25; level of theory: wB97M-V/def2-TZVPD.

**Lowest unoccupied orbital energy**: -8.11 eV
**Gap between HOMO and LUMO**: 5.60 eV
**Charge**: +1
**Molar mass**: 91.138 g/mol

CARTESIAN COORDINATES (ANGSTROEM)
N  0.338  -0.012  1.338
N  -0.266  -1.865  -0.426
N  1.849  -1.516  0.687
N  -0.072  1.883  -0.993
C  -1.477  1.831  -0.532
C  0.828  -0.761  0.158
H  0.022  -1.978  -1.400
H  -1.073  -1.234  -0.401
H  -2.049  0.934  -0.888
H  0.021  1.580  -1.973
H  1.159  0.429  1.732
H  1.439  -1.972  1.489
H  2.142  -2.224  0.027
H  0.062  -0.784  1.944
H  -1.438  1.805  0.552
H  -1.875  2.790  -0.807
H  0.390  1.094  -0.508

***

Q:
A gas-phase ion, C2H11N4 (charge +1). Source: OMol25; level of theory: wB97M-V/def2-TZVPD.

**Lowest unoccupied orbital energy**: -2.83 eV
**Gap between HOMO and LUMO**: 11.29 eV
**Charge**: +1
**SMILES**: NC[C@H](N)[NH2+]N
**Molar mass**: 91.138 g/mol

CARTESIAN COORDINATES (ANGSTROEM)
N  0.410  -0.259  0.982
N  1.644  0.283  1.469
N  -1.434  1.194  0.340
N  0.404  -1.646  -1.017
C  -0.930  0.395  -0.877
C  0.395  -0.355  -0.631
H  1.504  1.238  1.728
H  0.285  -1.230  1.358
H  -2.389  1.202  0.588
H  1.197  -2.145  -1.372
H  1.390  0.215  -0.944
H  -0.381  0.214  1.447
H  -1.174  2.164  0.189
H  -1.621  -0.370  -1.195
H  2.316  0.100  0.736
H  -0.301  -2.286  -0.940
H  -0.861  1.068  -1.723

***

Verdict on stability: P comes out at the bottom.